C9H17I2N5ReS2 | ωB97M-V with the def2-TZVPD basis set

- Multiplicity: 4
- Net charge: +4
- E_tot: -57015.0302 eV
- HOMO level (spin up / spin down): -21.2 / -21.4 eV
- Largest force on an atom: 0.8 eV Å⁻¹

Last column: Mulliken charge in e.
Cartesian coordinates (Å):
1 Re 0.79609 -0.45844 0.93172  0.6948
2 I -0.32590 0.08370 3.38199  0.3174
3 C 1.60351 0.68906 4.06692  -0.7214
4 I 2.78249 0.82309 2.27764  0.3370
5 H 2.02358 -0.08752 4.70010  0.4317
6 H 1.55180 1.65947 4.55250  0.4276
7 C -1.54725 -4.14673 1.63601  -0.9986
8 C -1.29456 -4.14779 0.11874  -0.4654
9 C -0.01079 -3.47983 -0.23584  0.2714
10 N 0.34131 -2.26959 0.06979  0.1749
11 N 1.60263 -1.86627 -0.34922  -0.4103
12 C 2.24667 -2.84080 -0.99783  0.5953
13 N 3.45927 -2.76610 -1.49506  -0.3563
14 S 1.24622 -4.26345 -1.12759  0.0180
15 H -2.56070 -4.49552 1.82105  0.3739
16 H -1.45643 -3.14331 2.05668  0.2032
17 H -0.85830 -4.81309 2.15179  0.3662
18 H -2.09197 -3.62309 -0.41549  0.3029
19 H -1.28146 -5.16549 -0.27172  0.4416
20 H 4.02891 -1.93673 -1.40084  0.2253
21 H 3.88047 -3.54908 -1.98137  0.2464
22 C -2.02325 3.50931 0.41772  -0.6561
23 N -1.18305 3.29576 -0.75290  0.1712
24 C -0.96642 4.35022 -1.74316  -0.3854
25 C -0.09854 3.68744 -2.80005  -0.4477
26 N 0.01865 2.32549 -2.28028  0.0654
27 C -0.59880 2.12568 -1.12748  0.1943
28 S -0.91934 0.55385 -0.40997  -0.2031
29 H -3.05221 3.21895 0.16337  0.3872
30 H -2.00290 4.56965 0.66491  0.3653
31 H -1.66684 2.89889 1.24453  0.2571
32 H -0.50757 5.21808 -1.25224  0.4022
33 H -1.94793 4.67703 -2.11968  0.3919
34 H 0.89694 4.13558 -2.90200  0.3515
35 H -0.55267 3.66045 -3.79781  0.3601
36 H 0.46833 1.57112 -2.79491  0.2706

Atomic forces in eV per Å
0.33 0.52 0.22
0.16 -0.19 -0.28
0.00 0.16 0.07
-0.37 -0.31 -0.09
0.01 0.03 0.04
0.02 -0.02 0.05
-0.04 0.00 -0.11
0.02 0.03 0.08
0.00 -0.04 -0.03
0.19 0.23 0.07
-0.20 -0.46 -0.14
0.00 0.18 0.07
0.08 0.00 -0.05
-0.01 -0.15 -0.04
0.01 -0.04 0.03
-0.02 0.00 -0.02
0.02 0.01 0.01
-0.01 0.02 0.02
-0.01 -0.01 0.01
-0.03 -0.02 0.01
0.00 0.02 0.02
0.21 0.03 -0.07
-0.26 0.58 -0.04
0.04 -0.35 0.14
-0.01 -0.20 0.12
-0.11 0.49 -0.01
0.24 -0.76 -0.05
-0.19 0.29 0.10
-0.02 -0.03 -0.01
-0.05 0.00 -0.01
-0.04 -0.08 -0.04
-0.03 0.05 0.01
-0.02 0.08 0.01
0.02 0.00 -0.05
0.02 -0.01 -0.04
0.04 -0.05 -0.02



C9H17N2O2 | ωB97M-V with the def2-TZVPD basis set

- Multiplicity: 1
- Net charge: +1
- E_tot: -16672.9199 eV
- HOMO level (spin up / spin down): -9.9 / -9.9 eV
- Largest force on an atom: 1.7 eV Å⁻¹

Last column: Mulliken charge in e.
Cartesian coordinates (Å):
1 C -0.81638 1.37292 -1.97834  0.0727
2 C -2.09997 1.77783 -1.73782  -0.6877
3 C -0.41442 -2.94294 0.68527  -0.5331
4 C -0.39782 -1.95131 -0.50904  -0.8086
5 C 0.07438 -2.12375 1.88717  -0.5903
6 C -0.36423 -0.57401 0.11140  -0.6644
7 C -0.00817 2.11667 -1.09562  0.6814
8 C 0.52643 0.29086 2.26574  -0.9159
9 C 2.08603 1.30607 -1.69672  -0.6533
10 N -0.83701 2.88900 -0.36096  0.1179
11 N 0.50477 -0.81061 1.30495  0.0883
12 O -2.13616 2.71213 -0.75765  -0.2689
13 O 1.28849 2.18751 -0.90659  -0.3829
14 H -0.50210 0.64715 -2.69715  0.4571
15 H -3.03805 1.48736 -2.16315  0.4644
16 H -1.42278 -3.30981 0.86204  0.2834
17 H 0.22745 -3.80063 0.49617  0.3130
18 H 0.49824 -2.12761 -1.11232  0.2009
19 H -1.26014 -2.07357 -1.15657  0.4265
20 H -0.73460 -1.92319 2.58903  0.2847
21 H 0.89877 -2.58988 2.42573  0.3868
22 H -1.35294 -0.28347 0.48306  0.3488
23 H -0.48480 0.47731 2.62287  0.3766
24 H 1.16270 0.05017 3.11670  0.3722
25 H 0.90151 1.19040 1.78042  0.2173
26 H 1.76286 0.27788 -1.53795  0.1732
27 H 3.10744 1.45115 -1.36231  0.2399
28 H 2.01091 1.55780 -2.75293  0.3675
29 H -0.63314 3.66255 0.25098  0.2584
30 H 1.45274 -0.94401 0.94359  0.3741

Atomic forces in eV per Å
-1.11 0.36 -0.29
1.74 0.15 0.05
0.04 -0.10 -0.14
0.07 0.15 0.42
-0.06 -0.57 0.17
0.43 0.91 -0.86
-0.20 0.08 0.90
0.11 0.38 0.37
0.41 -0.46 -0.39
0.65 -0.74 -0.97
-0.17 -0.37 -0.03
-0.03 0.07 0.22
-1.23 0.48 0.13
0.11 -0.16 -0.06
-0.27 0.03 0.04
0.01 -0.03 0.06
-0.01 -0.10 0.09
0.01 -0.10 -0.09
-0.06 -0.06 -0.10
0.08 0.14 -0.02
0.03 0.03 0.06
-0.03 -0.09 0.31
-0.03 -0.10 -0.08
-0.01 -0.07 -0.04
0.00 -0.09 -0.06
-0.08 -0.01 0.13
-0.02 0.01 0.02
-0.04 0.12 -0.01
-0.19 0.07 0.05
-0.15 0.08 0.11



C9H17N2O4 | ωB97M-V with the def2-TZVPD basis set

- Multiplicity: 1
- Net charge: -1
- E_tot: -20778.1506 eV
- HOMO level: -4.6 eV
- Largest force on an atom: 0.5 eV Å⁻¹

Last column: Mulliken charge in e.
Cartesian coordinates (Å):
1 C -2.07138 -0.66564 0.91490  -1.3104
2 C -1.57778 0.78856 0.91283  1.0605
3 C -2.77682 1.72834 0.80034  -1.7946
4 C -0.58284 1.10195 -0.21155  -0.9199
5 C 0.88076 0.68447 -0.07037  -0.6449
6 C 1.27885 -0.78800 -0.11347  0.6504
7 C 1.13959 -1.55561 1.22400  -1.0547
8 N 0.67923 -2.89524 0.86517  -0.2218
9 C 0.31636 -3.00119 -0.46033  0.3076
10 O -0.16658 -3.99532 -0.95940  -0.6817
11 C 0.57164 -1.67728 -1.14005  -0.6966
12 H -1.44465 -1.32901 1.51138  0.2045
13 H -2.11343 -1.06948 -0.09943  0.2393
14 H -3.08265 -0.73555 1.32302  0.4675
15 H -1.07186 0.99467 1.86512  0.2581
16 H -3.50558 1.55624 1.59631  0.4473
17 H -2.46547 2.77399 0.83530  0.4254
18 H -3.28715 1.56919 -0.15477  0.3404
19 H -0.54137 2.18821 -0.32900  0.3931
20 H -0.99788 0.72651 -1.15579  0.2895
21 H 1.27557 1.10869 0.86266  0.3692
22 H 1.42626 1.18402 -0.86798  -0.1311
23 H 2.34142 -0.78487 -0.36511  0.5760
24 H 2.11745 -1.62203 1.70723  0.3186
25 H 0.45989 -1.07825 1.93403  0.3039
26 H 0.09505 -3.42138 1.49682  0.3028
27 H -0.41682 -1.29950 -1.41443  0.1310
28 H 1.12425 -1.80408 -2.06911  0.4010
29 N 3.10158 2.83258 -2.11984  0.9544
30 O 3.99804 3.67434 -2.28649  -0.6898
31 O 3.39349 1.61967 -1.98439  -0.6500
32 O 1.90283 3.19098 -2.04760  -0.6448

Atomic forces in eV per Å
-0.08 -0.05 0.04
0.05 -0.04 0.06
-0.03 0.05 -0.08
0.02 0.00 -0.05
-0.08 0.02 0.13
0.10 -0.26 0.00
0.20 -0.13 0.21
-0.30 0.32 -0.27
0.08 0.01 0.10
-0.14 -0.08 0.00
-0.05 0.12 -0.13
-0.04 0.02 -0.12
-0.04 0.02 0.03
0.02 0.02 0.06
-0.07 -0.02 0.02
0.03 -0.01 0.01
0.00 -0.02 0.01
0.00 0.01 0.01
-0.04 0.00 -0.05
0.02 0.04 0.02
0.01 0.00 -0.03
0.04 0.11 -0.06
-0.01 -0.01 0.01
-0.07 0.03 0.09
-0.01 0.08 -0.13
0.31 -0.18 0.10
0.08 0.01 -0.03
0.03 -0.02 0.02
-0.03 -0.02 0.36
0.04 0.04 -0.13
-0.04 -0.01 -0.11
0.01 -0.06 -0.10



C9H17N3O | ωB97M-V with the def2-TZVPD basis set

- Multiplicity: 1
- Net charge: +2
- E_tot: -16108.3020 eV
- HOMO level (spin up / spin down): -16.3 / -16.3 eV
- Largest force on an atom: 4.2 eV Å⁻¹

Last column: Mulliken charge in e.
Cartesian coordinates (Å):
1 C -2.22327 1.54795 -0.89571  -0.4818
2 C -3.13805 0.43503 -0.72750  -0.5253
3 C -0.98097 1.82437 -0.36454  -0.4722
4 C -3.01584 -0.55926 0.20019  -0.1962
5 C 1.35225 1.77233 0.38453  -0.2399
6 C 0.19061 1.05774 -0.09101  1.0011
7 C 1.54417 -2.11242 -1.32851  -1.2606
8 C 0.73324 -2.18474 0.96507  -1.3146
9 C 1.32098 -1.24395 -0.06192  -0.1007
10 N 1.99331 2.41905 -0.55857  -0.3065
11 N 1.74582 1.70472 1.60672  -0.1777
12 N 0.24615 -0.20169 -0.36372  -0.1579
13 O -2.02104 -0.77987 1.07264  -0.3696
14 H -2.74046 2.39005 -1.26381  0.3921
15 H -4.01289 0.50777 -1.34053  0.4390
16 H -0.78120 2.79710 -0.19646  0.5975
17 H -3.71485 -1.40248 0.17187  0.3966
18 H 2.21097 -2.98198 -1.23401  0.3562
19 H 0.55181 -2.57683 -1.31520  0.3279
20 H 1.72819 -1.52953 -2.12607  0.4316
21 H 0.20509 -1.65015 1.73604  0.3972
22 H 1.56133 -2.59927 1.50899  0.3996
23 H 0.09197 -2.94124 0.52487  0.3702
24 H 2.20488 -0.62207 0.11154  0.5306
25 H 1.43456 2.45767 -1.45848  0.3549
26 H 2.61084 3.17455 -0.22872  0.2842
27 H 1.28084 1.16258 2.31226  0.2537
28 H 2.60623 2.13831 1.89018  0.2515
29 H -2.32324 -1.33919 1.73736  0.3799
30 H -0.66142 -0.66457 -0.66747  0.4393

Atomic forces in eV per Å
-0.59 -1.46 2.03
2.21 0.38 0.20
0.41 -2.17 -0.38
-0.57 -1.23 -0.79
1.00 -0.06 -0.65
-3.42 -1.44 -0.56
-1.87 -1.57 3.35
0.86 0.97 1.26
-0.05 0.29 -1.47
-1.01 0.92 -0.61
0.39 0.00 1.01
-0.62 -2.63 -0.42
0.66 2.84 -2.33
-0.28 1.07 -0.63
-0.42 -0.46 -0.04
0.36 3.49 0.03
-0.37 0.65 0.19
0.20 0.75 0.32
0.09 -0.12 -1.34
0.71 1.64 -3.06
-0.43 0.23 0.25
0.37 -0.87 0.04
0.10 -0.05 0.02
0.03 -0.53 0.84
1.60 0.52 1.20
-0.07 -0.35 -1.05
-0.33 -0.16 0.10
0.32 0.27 0.23
-0.80 -1.91 1.98
1.52 0.99 0.30



C9H17N3O5 | ωB97M-V with the def2-TZVPD basis set

- Multiplicity: 1
- E_tot: -24314.6847 eV
- SMILES: C[C@@H](O)[C@H](N)C(=O)N[C@@H](CCC(N)=O)C(=O)O
- HOMO level: -9.1 eV
- Largest force on an atom: 5.7 eV Å⁻¹

Last column: Mulliken charge in e.
Cartesian coordinates (Å):
1 C -1.40144 2.65135 1.47021  -1.3681
2 C -0.01194 2.08479 1.08665  0.1265
3 O 0.53603 0.86332 1.54607  -0.5789
4 C 0.31344 2.26445 -0.49104  0.2453
5 N -0.25326 3.36836 -1.20434  -0.5617
6 C 0.17342 1.05214 -1.41144  -0.0835
7 O 0.57790 1.18315 -2.52555  -0.5776
8 N -0.45527 -0.09531 -0.81715  -0.0756
9 C -0.39538 -1.45027 -1.37123  -0.2961
10 C 0.11427 -2.49844 -0.29228  -1.0859
11 C 1.43653 -1.94637 0.15784  -0.8995
12 C 1.55013 -2.31485 1.68217  0.5104
13 N 2.77595 -2.17152 2.25352  -0.4328
14 O 0.58454 -2.67217 2.33206  -0.6065
15 C -1.78961 -1.85337 -1.96101  0.2974
16 O -1.92146 -2.99892 -2.43278  -0.6226
17 O -2.81124 -1.08069 -1.81917  -0.4310
18 H -1.68482 3.54267 0.96575  0.4119
19 H -1.36689 2.62259 2.56600  0.3704
20 H -2.26213 1.95858 1.20967  0.2237
21 H 0.81426 2.87979 1.43323  0.3481
22 H 0.28218 0.13133 1.05202  0.3734
23 H 1.32453 2.38445 -0.67752  0.3783
24 H 0.01780 4.19458 -0.65471  0.2571
25 H -1.18729 3.34279 -1.73605  0.2087
26 H -1.23768 0.04092 -0.16806  0.5056
27 H 0.33609 -1.54315 -2.16470  0.4607
28 H 0.25709 -3.47999 -0.66876  0.6154
29 H -0.60056 -2.66902 0.44801  0.4983
30 H 2.14828 -1.98988 -0.62805  0.5595
31 H 1.60624 -0.83460 0.18016  0.3309
32 H 2.81422 -2.28354 3.22124  0.2563
33 H 3.34558 -1.45635 1.77843  0.2451
34 H -3.62953 -1.22685 -2.35918  0.3969

Atomic forces in eV per Å
-0.24 -3.68 0.86
2.98 3.01 -2.43
0.13 2.65 2.42
-2.67 -1.84 -0.04
-1.15 1.42 -0.07
-2.07 -0.41 1.83
0.42 -1.51 -0.94
0.66 0.08 -1.05
-1.71 -0.28 0.22
-0.07 2.40 -2.13
-0.58 1.25 2.47
0.49 -0.45 -0.37
0.42 1.04 -2.73
0.33 0.03 -0.53
1.35 -5.37 -1.16
0.57 2.41 0.57
-1.69 3.00 0.29
0.44 1.05 0.07
-0.47 0.83 -0.19
1.01 0.29 0.13
-2.02 -1.48 0.03
-1.06 -1.75 -1.56
2.53 0.41 0.75
-1.06 -0.03 -1.08
2.10 0.03 1.84
0.63 0.32 -0.45
-0.13 0.58 -0.46
0.20 -0.72 -1.09
-0.98 0.42 1.58
1.57 -1.84 -0.21
-1.39 -0.42 0.36
0.17 0.12 1.65
-0.07 -0.84 0.85
1.37 -0.72 0.55



C9H17N3OPt | ωB97M-V with the def2-TZVPD basis set

- Multiplicity: 1
- Net charge: +2
- E_tot: -19357.5153 eV
- HOMO level: -16.6 eV
- Largest force on an atom: 3.3 eV Å⁻¹

Last column: Mulliken charge in e.
Cartesian coordinates (Å):
1 Pt 0.02845 -0.51216 0.71864  0.7311
2 O 2.48195 -0.34746 0.28974  -0.5130
3 C 2.96395 0.98484 0.34134  -0.4264
4 C 1.82155 1.95854 0.35064  0.6154
5 C 2.09745 3.32654 0.35204  -0.7687
6 C 1.05485 4.23154 0.35404  -0.2421
7 C -0.25075 3.74744 0.35304  -0.8149
8 C -0.44985 2.38154 0.35264  0.2615
9 N 0.56615 1.50804 0.36154  -0.2085
10 H 3.22445 -0.95196 0.40444  0.3161
11 H 3.59095 1.19074 -0.53806  0.3716
12 H 3.56685 1.15444 1.24464  0.4066
13 H 3.12975 3.64744 0.35054  0.4227
14 H 1.25245 5.29554 0.35074  0.4617
15 H -1.09415 4.41764 0.35574  0.4214
16 H -1.45825 1.98864 0.34754  0.2359
17 N -2.23085 -0.74846 0.39914  -0.5104
18 C -2.45655 -1.42446 -0.88756  -0.5839
19 C -2.05575 -2.89366 -0.82146  -0.6007
20 C -0.54955 -3.13806 -0.87196  -0.5751
21 N 0.13795 -2.71026 0.35904  -0.5627
22 H -2.68775 -1.25906 1.15574  0.3094
23 H -2.64325 0.18154 0.37944  0.3228
24 H -1.88605 -0.90716 -1.66546  0.3395
25 H -3.51485 -1.36166 -1.16106  0.4413
26 H -2.50815 -3.40216 -1.67126  0.3450
27 H -2.48285 -3.34896 0.07444  0.3539
28 H -0.10155 -2.61686 -1.72326  0.3456
29 H -0.38895 -4.20906 -1.03956  0.4106
30 H 1.11955 -2.98996 0.32204  0.3418
31 H -0.27735 -3.19306 1.16254  0.3524

Atomic forces in eV per Å
1.26 -1.68 -2.52
-1.42 -0.28 0.27
0.36 0.72 0.08
0.44 0.18 0.05
-0.15 -0.44 -0.12
-0.03 -0.09 0.02
0.10 -0.26 -0.10
-0.22 1.09 -0.02
-1.56 -0.73 0.92
-0.13 -0.20 0.13
-0.11 -0.11 0.18
-0.09 -0.15 -0.17
0.02 0.05 -0.03
-0.02 -0.02 0.03
-0.11 0.04 -0.02
0.15 -0.03 0.05
2.04 0.91 0.51
-0.11 -0.51 -0.65
0.34 0.35 -0.03
-0.42 -0.29 -0.64
-0.68 1.16 1.32
0.21 0.09 0.05
0.02 -0.04 0.11
-0.11 0.01 0.15
0.06 0.10 0.20
0.02 -0.04 -0.01
-0.08 -0.14 0.05
-0.03 0.02 0.14
0.14 0.13 0.18
-0.14 0.21 0.10
0.27 -0.05 -0.22